# 1
{"formula": "C21H53NO6", "method": "ωB97M-V/def2-TZVPD", "elements": ["C", "C", "C", "O", "H", "H", "H", "H", "H", "H", "H", "H", "C", "C", "C", "O", "H", "H", "H", "H", "H", "H", "H", "H", "C", "C", "C", "O", "H", "H", "H", "H", "H", "H", "H", "H", "C", "C", "C", "O", "H", "H", "H", "H", "H", "H", "H", "H", "O", "H", "H", "C", "C", "C", "C", "C", "C", "N", "O", "C", "C", "C", "H", "H", "H", "H", "H", "H", "H", "H", "H", "H", "H", "H", "H", "H", "H", "H", "H", "H", "H"], "coordinates": [[-0.31630, -3.00455, 1.51603], [-1.56122, -2.38120, 0.85956], [-2.05468, -1.01755, 1.41792], [-1.27102, -2.20167, -0.51118], [0.50350, -2.37317, 1.21890], [-0.09786, -3.98164, 1.07402], [-0.37932, -3.06263, 2.64487], [-2.39252, -3.07000, 0.88857], [-2.84610, -0.51002, 0.78071], [-1.20003, -0.31992, 1.59464], [-2.42654, -1.18783, 2.40936], [-2.16524, -2.21992, -0.96843], [4.33138, -0.84577, -1.38385], [3.86313, -0.65211, 0.03503], [2.94530, 0.62743, 0.21855], [3.21296, -1.85602, 0.57362], [3.43186, -0.78069, -2.00523], [4.81437, -1.76207, -1.66211], [5.14868, -0.09232, -1.62182], [4.68494, -0.56689, 0.72923], [2.25281, 0.65343, -0.58017], [3.56429, 1.53975, 0.17643], [2.57792, 0.54817, 1.24746], [2.55830, -2.08570, -0.13145], [4.58146, -2.34326, 3.87732], [3.11382, -2.62275, 4.08180], [2.75342, -2.80935, 5.49770], [2.34485, -1.63697, 3.47899], [4.83400, -1.48728, 4.43885], [4.83136, -2.12342, 2.79098], [5.15976, -3.19689, 4.22570], [2.88976, -3.53056, 3.52470], [3.12313, -1.96529, 6.02737], [3.34318, -3.61912, 5.91105], [1.71476, -2.95303, 5.62346], [2.51883, -1.83259, 2.54721], [-1.90240, -4.63437, -2.18170], [-2.18941, -3.42135, -3.04321], [-2.80569, -3.64992, -4.42019], [-3.12452, -2.65859, -2.22529], [-2.81496, -5.17960, -2.04282], [-1.56187, -4.20239, -1.22266], [-1.04899, -5.16547, -2.68766], [-1.26167, -2.89685, -3.14314], [-3.63276, -4.35538, -4.45723], [-2.09420, -3.99763, -5.16777], [-3.18019, -2.77448, -4.89487], [-3.47285, -1.87161, -2.64427], [1.30507, -2.38172, -1.88574], [1.28700, -3.27835, -2.10128], [0.41577, -2.31435, -1.42760], [-1.98314, 1.79578, -2.18126], [-1.33025, 2.83132, -1.33434], [-0.73424, 3.86867, -2.29031], [-0.19721, 5.10247, -1.55719], [-1.30888, 5.67740, -0.62803], [-1.92106, 4.62070, 0.34483], [-2.33643, 3.42049, -0.46249], [-2.69742, 2.39730, 0.44633], [-0.89283, 4.25227, 1.46419], [-3.23145, 5.20622, 0.85256], [-0.06211, 2.10871, -0.61966], [-2.85179, 2.24656, -2.63312], [-1.35645, 1.54099, -3.04753], [-2.19074, 0.86162, -1.76128], [0.05338, 3.37022, -2.86694], [-1.49259, 4.28877, -3.02988], [0.75209, 4.88693, -1.12104], [0.07863, 5.85280, -2.32210], [-2.10468, 6.01790, -1.30449], [-0.96722, 6.59531, -0.21065], [0.16917, 4.28695, 1.19310], [-1.04384, 3.27359, 1.84237], [-1.14225, 4.95985, 2.26162], [-3.58617, 4.50011, 1.61360], [-3.90115, 5.23629, -0.00706], [-3.15356, 6.13552, 1.40177], [0.38504, 1.39206, -1.31121], [0.75053, 2.85785, -0.40794], [-0.33976, 1.58450, 0.34621], [-3.66888, 2.33629, 0.32957]], "forces_ev_per_angstrom": [[-0.7836, 0.3837, 0.6834], [-0.0671, 0.7998, 0.2896], [0.7942, 0.1809, -0.1074], [-0.3642, 0.1996, -0.7649], [0.5525, 0.3978, 0.2621], [-0.2882, -0.0322, 0.2295], [0.0957, 0.0503, -1.3530], [-0.4258, -0.4680, 0.3964], [1.0408, -0.7804, 0.6750], [-0.5434, -0.4041, -0.5792], [-0.6298, -0.0401, 0.5991], [1.3066, 0.1088, 0.0577], [0.5203, 1.3080, -0.5270], [-0.3834, -0.0401, 1.3340], [2.4722, -1.2411, 0.8111], [-0.7809, 0.6813, -1.5877], [0.4053, 0.3666, -0.3926], [0.0820, -0.9096, 0.5680], [-1.4194, -0.3681, 0.0464], [0.5301, 0.2883, 0.0563], [-1.1494, 0.0522, -0.3770], [-0.1261, -0.3336, -0.1262], [-0.5725, 0.1642, -0.4442], [0.3850, -0.1224, 0.6916], [0.2747, -0.5508, -1.4920], [0.5566, -1.1739, -1.1830], [1.2358, -0.1905, 0.3150], [-0.6214, 0.8236, -0.5040], [0.5293, 1.1239, 0.7458], [-0.3847, -0.4522, 1.2338], [0.2624, -0.0008, -0.0666], [-0.0073, -0.6682, 0.0769], [-0.1664, 1.0934, 0.7284], [-0.2002, -0.5266, 0.0546], [-1.0866, -0.1686, 0.3192], [-0.3343, 0.7643, -0.4010], [1.3255, 0.7162, -0.6596], [-1.3686, 0.0169, -0.1160], [0.3575, -0.9369, -0.2659], [-0.1578, -0.2494, 0.1204], [-0.1973, -0.7649, -0.0088], [-0.0463, -0.7108, -0.4461], [-1.0324, -0.0751, 0.7097], [0.5175, 0.7751, -0.1376], [-0.0524, -0.1898, 0.4813], [0.4127, -0.2948, 0.2711], [-0.3271, 1.2223, 0.0573], [0.0959, 0.1268, -0.5358], [-1.4148, 2.0509, 1.3759], [0.4351, -2.4359, -0.7841], [0.8535, 0.4523, -0.2966], [0.1386, 0.4641, -2.1058], [2.2995, -0.7886, 0.3312], [-0.7015, 1.2710, -0.3784], [-0.8275, 0.4570, -0.8682], [0.2001, -1.4878, -1.6021], [1.3860, 0.3262, -0.7620], [0.7228, 0.8806, -0.1016], [-1.3320, -0.2649, 0.2021], [-0.7299, 1.3081, -0.2491], [0.1674, -1.2640, 0.8989], [-0.4890, 1.0653, 0.8358], [-0.7289, -0.0426, -0.0289], [0.2307, 0.1987, 0.2106], [-0.5661, -1.2459, 1.2359], [-0.1432, 0.1253, 0.0416], [0.5565, -0.9229, 0.8068], [0.5135, -0.2115, 1.0320], [-0.3380, -0.0995, 0.2799], [-0.0960, -0.2612, 0.0127], [0.2958, 0.4569, 1.1790], [-0.3836, 0.4633, -0.1600], [-0.4701, -0.9064, 0.3641], [0.6186, -0.0914, 0.1711], [-0.4581, 0.0193, -0.2481], [-0.1943, 0.2801, 0.3065], [0.2611, 0.4672, -0.3354], [-0.3257, -0.0471, 0.0035], [-0.8288, -0.7268, -0.0006], [0.2773, 0.5887, -1.2646], [0.8350, -0.0294, 0.1600]], "homo_energy_ev": -8.76, "lumo_energy_ev": 0.43, "smiles": "CC1(C)CCCC(C)(C)N1O.CC(C)O.CC(C)O.CC(C)O.CC(C)O.O", "total_energy_ha": -1338.02197, "de_lowest_ev": 1.791, "gap_ha": 0.3377, "charge": 0}

# 2
{"formula": "C40H40FN9O4Pr", "method": "ωB97M-V/def2-TZVPD", "elements": ["Pr", "C", "C", "N", "C", "C", "C", "C", "C", "C", "C", "N", "C", "C", "C", "C", "C", "C", "C", "C", "N", "C", "H", "H", "H", "H", "H", "H", "H", "H", "H", "H", "H", "H", "F", "C", "C", "C", "C", "O", "C", "C", "N", "C", "C", "C", "C", "C", "C", "N", "C", "C", "N", "C", "C", "C", "O", "O", "H", "H", "H", "H", "H", "H", "H", "H", "H", "H", "H", "H", "H", "H", "H", "H", "H", "H", "C", "N", "C", "C", "O", "N", "C", "N", "H", "H", "H", "H", "H", "H", "H", "C", "H", "H", "H"], "coordinates": [[2.20807, 1.84723, 0.19152], [4.34049, 6.41588, -0.29805], [4.14909, 5.06698, -0.17764], [2.98051, 4.51501, 0.09785], [1.90133, 5.29949, 0.14577], [1.99533, 6.72736, -0.12666], [3.25925, 7.28185, -0.31642], [0.83580, 7.46886, 0.01559], [-0.38903, 6.89687, 0.37829], [-0.53445, 5.49937, 0.53409], [0.64230, 4.72973, 0.63413], [0.67729, 3.59495, 1.33764], [0.11923, 3.25193, 2.57149], [-0.83853, 4.05444, 3.23595], [-1.40821, 3.59520, 4.45397], [-0.94844, 2.42175, 5.07887], [0.11576, 1.69313, 4.54287], [0.50367, 0.44989, 5.08486], [1.32725, -0.40318, 4.34952], [1.82518, 0.07589, 3.11452], [1.54414, 1.33185, 2.64208], [0.57327, 2.04493, 3.23171], [5.36026, 6.82925, -0.18349], [5.01769, 4.31917, -0.21097], [3.31821, 8.35519, -0.41615], [0.80414, 8.55933, -0.09804], [-1.29521, 7.55077, 0.47217], [-1.52148, 5.07696, 0.80413], [-1.16531, 4.98728, 2.80886], [-2.15264, 4.20620, 4.95346], [-1.53077, 2.07643, 5.95164], [0.22770, 0.20830, 6.09536], [1.54787, -1.42819, 4.57388], [2.52110, -0.54112, 2.42674], [-4.77262, -0.89451, -0.24165], [-3.61002, -1.63139, 0.02712], [-2.41876, -0.94553, -0.18175], [-1.22612, -1.68476, -0.22503], [0.12599, -1.01782, -0.14844], [0.21918, 0.25224, 0.10713], [1.27080, -1.93474, -0.21235], [1.09546, -3.29932, -0.55049], [-0.16296, -3.75440, -0.82102], [-0.23594, -5.14325, -1.36370], [-0.95708, -5.39611, -2.70655], [0.58214, -5.40308, -2.67404], [-1.30601, -3.08867, -0.39400], [-2.55307, -3.74072, -0.10744], [-3.75295, -3.08983, 0.22139], [-4.89683, -3.68787, 0.65737], [-6.22734, -3.47102, 0.07263], [-6.68329, -4.85940, -0.51607], [-6.56333, -5.94753, 0.52098], [-5.30256, -6.01773, 1.28675], [-4.95064, -4.63274, 1.82584], [2.72153, -1.45964, -0.06336], [3.47237, -2.30726, -0.61589], [3.09594, -0.30715, 0.45153], [-2.41886, 0.12532, -0.35566], [1.99306, -4.00887, -0.61211], [-0.08355, -5.95070, -0.65781], [-1.43711, -4.59945, -3.26348], [-1.42805, -6.36326, -2.81669], [1.09943, -4.51821, -3.06459], [0.97829, -6.40889, -2.68987], [-2.64652, -4.82005, -0.20180], [-6.15883, -2.81823, -0.80608], [-7.04896, -3.07476, 0.67592], [-5.97461, -5.16098, -1.32550], [-7.71536, -4.75670, -0.92222], [-6.71569, -6.82404, 0.06171], [-7.32520, -5.77768, 1.20604], [-4.51356, -6.38455, 0.64831], [-5.37620, -6.74425, 2.08110], [-3.97478, -4.69131, 2.29791], [-5.73390, -4.32371, 2.53719], [4.07611, 0.96276, -5.63920], [3.56361, 1.38046, -4.32657], [2.82355, 2.64762, -4.09383], [2.35288, 2.37167, -2.66201], [1.87991, 3.24681, -1.88187], [2.77185, 1.18338, -2.22304], [3.39674, 0.53871, -3.23567], [3.85968, -0.68295, -3.20829], [3.80970, -0.09226, -5.83731], [5.16732, 1.04855, -5.78803], [3.56995, 1.58404, -6.35064], [2.02457, 2.84571, -4.83382], [3.49667, 3.54775, -4.13907], [3.98809, -1.12907, -2.27727], [4.49777, -1.06320, -3.84162], [4.80636, 2.07024, 1.17433], [4.68707, 1.55588, 2.10941], [5.29432, 3.02234, 1.48122], [5.43951, 1.46515, 0.53236]], "forces_ev_per_angstrom": [[1.3857, 1.6871, 2.0607], [0.8159, 2.5307, 0.2304], [0.9884, -2.9027, 0.4979], [0.2018, -0.2450, -0.1538], [-0.6172, 1.2509, 0.2377], [-0.4451, -2.0260, 0.3973], [0.4428, -0.9006, -0.0164], [-2.7219, 1.3005, 0.5638], [-0.0177, 0.3787, -1.2052], [0.5322, 0.5596, 0.5134], [-1.2836, 1.7434, 0.5568], [1.3482, -3.6154, 0.7979], [-0.6251, 2.0152, -1.1888], [0.2673, -1.4220, 0.6796], [1.3699, -0.7402, 0.0660], [-1.6657, 1.8270, 0.5121], [-0.8866, -0.6426, -1.1415], [1.3556, -0.5068, -0.6991], [-0.5604, 1.2458, -0.9040], [0.6495, 1.1103, -1.1376], [0.1532, -2.9460, -0.1112], [0.4917, 0.6807, 0.7849], [-0.5960, -0.3594, -0.6643], [-1.3040, 1.3104, 0.1220], [0.3488, 0.0836, 0.0216], [0.4745, -0.3988, -0.0201], [1.0156, -0.6295, -0.1118], [0.8891, 0.2086, -0.1941], [0.0084, -0.0344, -0.0012], [-0.1229, -0.1780, -0.1344], [0.7606, 0.0869, -0.3356], [-0.4229, -0.2028, 0.1675], [0.1248, -0.1676, 0.6391], [-1.1788, 1.1865, 1.5739], [0.9116, -0.9595, 0.9499], [-0.8144, 0.1737, -0.9894], [-1.0350, -1.3079, 0.4884], [1.0894, -0.0776, -0.2929], [0.1538, 1.6282, 1.0056], [-0.4528, -3.6042, -1.2063], [-0.5635, -0.3130, 0.1500], [0.2798, 2.2161, 0.3744], [0.3190, -2.6226, 0.1975], [0.5543, 0.7606, -1.6589], [1.3458, 0.0405, 0.7932], [-1.9523, 0.5888, 1.2554], [-0.8048, 0.9566, 0.2856], [-0.2638, -0.4665, -0.2051], [3.0552, 3.5136, -1.1230], [-2.3794, -1.0755, 1.6231], [0.6179, -1.3995, -1.4856], [0.9348, 1.2180, -0.8443], [-1.4775, 0.9179, 0.6700], [1.1286, 0.5475, 0.3897], [0.0287, 0.4222, -1.7294], [1.3390, 0.5038, -0.5879], [0.2467, 1.4307, 0.6679], [-1.3975, -3.5227, -1.4368], [0.0184, -0.0871, 0.2758], [-1.6309, 1.2933, -0.1735], [-0.5844, 0.1388, 0.2322], [0.0143, 0.1397, 0.4359], [-0.0520, 0.0236, 0.0108], [-0.0682, -0.7642, -0.0365], [0.6066, 0.3555, -0.2657], [0.4324, 0.0096, 0.1254], [0.1139, -0.0218, 0.3424], [0.5188, 0.1105, 0.6656], [-0.6425, 0.3363, 0.5322], [0.6247, -0.6450, 0.4999], [-0.4242, -0.7893, -0.1777], [0.3096, -0.4466, -0.4307], [0.1368, 0.0712, -0.5000], [-0.5247, -0.2461, 0.2821], [-0.0321, 0.1810, 0.1796], [0.3718, 0.1983, -0.0605], [-0.0857, -0.5942, 0.6009], [-0.2539, -0.8206, 0.2537], [0.7072, -0.2174, -0.1476], [0.2031, 3.1345, 0.8232], [0.0330, -2.0065, -2.2069], [-0.1062, -1.8801, -0.5826], [0.2082, 3.2393, -1.3672], [-0.2762, -1.0138, 2.6248], [-0.0312, 0.4754, 0.0599], [-0.4243, 0.2331, 0.4272], [-0.1031, 0.1780, -0.6337], [0.1955, -0.4325, 0.4178], [-0.5075, -0.8991, 0.3354], [-0.6419, 0.2455, -0.3349], [0.8496, -0.0348, -1.4828], [-1.1804, 0.8957, -0.4422], [-0.0941, -0.7190, 0.6278], [-0.1533, -0.4204, -0.5261], [0.4329, -0.0782, -0.0784]], "homo_energy_ev": [-6.94, -6.97], "lumo_energy_ev": [-3.53, -3.53], "total_energy_ha": -2958.65320, "multiplicity": 3, "gap_ha": [0.1253, 0.1265], "charge": 1}